The following is a DFT calculation (ωB97M-V/def2-TZVPD) of a molecular structure, C43H27F3LaN8O5S.

Cartesian coordinates (Å):
H (5.120, -0.912, 3.718)
C (-5.047, -1.609, 2.170)
H (-4.909, -0.246, 3.812)
C (-4.510, -1.960, 0.945)
C (-4.506, -0.537, 2.855)
H (2.531, -2.907, 0.949)
H (-2.943, 2.239, -5.215)
C (-0.665, -4.719, -0.895)
N (0.362, -1.333, 1.420)
S (2.118, 0.998, -1.415)
O (2.911, 1.089, -2.598)
C (0.155, -3.774, 1.153)
H (1.217, -2.682, -6.320)
H (3.001, -2.433, -2.441)
C (1.870, -0.271, 2.969)
C (-1.966, 3.731, 3.966)
C (-0.014, -1.185, -3.227)
N (6.232, -5.226, -6.141)
H (-5.882, -2.156, 2.589)
C (4.145, -3.478, -3.930)
N (-0.175, 3.506, 0.873)
La (-0.327, 0.683, 0.461)
H (3.283, 0.652, 4.279)
H (-0.905, -5.579, -1.509)
H (-4.522, 1.636, 4.373)
C (4.191, -3.900, -5.259)
C (3.061, 1.874, -0.096)
C (-3.195, 2.660, -3.114)
C (-1.663, 0.448, -2.667)
N (-0.797, -0.997, -1.001)
H (-3.155, 2.787, -0.973)
C (0.013, -2.480, 0.665)
C (0.855, -1.798, -3.792)
O (1.951, -0.287, -0.771)
H (-3.814, 3.535, -3.247)
C (1.393, 5.295, 0.631)
C (4.151, -1.010, 3.246)
O (-4.873, 3.307, 6.075)
H (2.044, 6.232, 2.453)
N (-0.939, -0.699, -2.382)
C (3.912, -2.007, 2.304)
C (1.404, 5.484, 2.003)
H (0.530, 4.854, 3.863)
C (1.985, -2.487, -4.326)
N (-2.086, 1.157, -1.617)
C (-2.841, 2.238, -1.854)
C (-0.234, 3.754, 2.190)
H (4.713, -2.682, 2.022)
C (-0.548, -2.311, -0.634)
H (1.074, 0.419, 3.244)
C (5.328, -4.636, -5.746)
F (2.262, 1.957, 1.011)
H (-1.282, -3.308, -2.388)
H (3.180, -3.944, -7.148)
C (-3.119, 3.193, 4.513)
H (-4.900, -2.786, 0.366)
F (3.413, 3.114, -0.432)
C (2.040, -2.909, -5.656)
C (0.601, 4.284, 0.117)
O (0.849, 1.753, -1.434)
H (4.972, -3.701, -3.269)
C (-1.930, 0.821, -3.991)
H (-2.948, -1.498, -0.460)
C (3.053, -2.774, -3.467)
F (4.147, 1.198, 0.244)
C (3.136, -3.609, -6.120)
C (-3.925, 3.954, 5.599)
N (-1.762, 1.893, 2.444)
C (2.677, -2.147, 1.703)
H (-1.640, 4.696, 4.329)
N (-2.884, -0.216, 1.135)
C (-3.437, 0.156, 2.298)
H (0.596, 4.068, -0.943)
C (-2.898, 1.387, 2.946)
H (-0.020, -5.884, 0.791)
H (2.006, 5.892, -0.028)
C (1.608, -1.284, 2.024)
C (-2.708, 1.933, -4.203)
H (-1.524, 0.237, -4.804)
C (3.119, -0.142, 3.559)
C (-0.868, -3.438, -1.395)
H (0.549, -3.901, 2.154)
O (-3.456, 5.068, 5.889)
C (-1.330, 3.067, 2.932)
C (-3.424, -1.242, 0.476)
C (0.571, 4.714, 2.793)
C (-0.166, -4.890, 0.386)
C (-3.592, 2.011, 3.973)

Properties
HOMO level	-4.52	eV
molar mass	963.7	g mol⁻¹
HOMO-LUMO gap	6.06	eV
total charge	-1
calculated total energy	-87040.0874	eV